ORCA calculation (ωB97M-V with the def2-TZVPD basis set) on the ion C6H10NS with charge +1 at a distorted geometry.

Last column: natural (NBO) charge in e.
Element x y z (Å)
C  0.150  2.306  -0.033  -0.392
C  1.543  2.185  0.019  -0.325
C  -0.713  1.334  -0.324  0.186
C  -1.705  0.547  -0.608  -0.236
C  1.612  -0.556  0.119  -0.584
C  -2.551  0.124  0.609  -0.624
N  2.307  -1.882  -0.184  -0.661
S  2.560  0.801  0.163  0.652
H  -0.142  3.284  0.045  0.255
H  2.302  2.900  0.100  0.244
H  -1.852  0.350  -1.557  0.235
H  0.592  -0.705  -0.012  0.235
H  -2.257  0.377  1.620  0.243
H  -2.505  -1.015  0.505  0.224
H  -3.576  0.601  0.310  0.249
H  3.076  -1.803  0.457  0.450
H  2.468  -2.109  -1.109  0.419
H  1.725  -2.631  0.036  0.430

Forces on atoms 1 to 6 (eV/Å):
0.6 -2.1 -0.6
2.5 -3.8 0.6
0.2 0.6 -0.4
1.9 2.3 6.5
0.9 -1.4 -0.4
-1.8 -1.5 -2.9

Values from the calculation:
Total charge   +1
F_max   7.2 eV Å⁻¹
Frontier orbital gap (alpha / beta)   7.0957 / 7.0289 eV
HOMO level (alpha / beta)   -11.40 / -11.36 eV
ΔE to the lowest compared entry with this formula, charge and spin   106.9 kcal per mole